Entry 1:
8
Properties=species:S:1:pos:R:3:forces:R:3:nbo_charge:R:1 method="wB97M-V/def2-TZVPD" homo_ev=-9.224 fmax_ev_per_a=5.70 de_lowest_ev=2.4683 total_charge=0
Cl -1.775655 1.681498 -0.432227 0.6 -0.7 0.6 -0.372
Cl 2.181160 1.387390 0.584636 0.2 1.0 0.9 -0.350
Cl -3.443859 -1.019240 0.297299 2.3 0.3 -0.5 -0.434
Si 1.571704 -0.221453 -0.408386 -4.8 2.1 -2.3 0.826
Si -1.266783 -0.241611 0.259458 -0.5 -0.3 0.1 0.839
H -1.034133 -0.663867 1.663486 -0.2 0.7 0.2 -0.186
H 2.478279 -1.177039 -0.139072 1.8 -2.6 0.4 -0.183
H 1.289284 0.254325 -1.825191 0.6 -0.6 0.6 -0.140

Entry 2:
5
Properties=species:S:1:pos:R:3:forces:R:3:nbo_charge:R:1 method="wB97M-V/def2-TZVPD" homo_ev=-9.565 fmax_ev_per_a=2.24 total_charge=0
Cl -0.233323 -2.566798 -0.973807 0.0 -0.3 -0.2 -0.272
Cl -1.294298 1.832597 1.786278 0.5 0.1 -0.3 -0.478
Cl 1.049810 2.339211 -0.473038 -0.1 0.3 -1.8 -0.424
Si 0.810600 1.955503 1.453451 -0.5 -0.4 2.1 0.902
H -0.332789 -3.560513 -1.792883 0.0 0.3 0.2 0.271

Entry 3:
28
Properties=species:S:1:pos:R:3:forces:R:3:nbo_charge:R:1 method="wB97M-V/def2-TZVPD" homo_ev=-6.222 fmax_ev_per_a=8.33 de_lowest_ev=1.0485 total_charge=-1
Hg -0.457463 3.979151 1.035084 0.8 0.0 0.2 0.718
Hg -0.305123 2.246721 -4.851426 -0.1 0.2 -1.4 0.093
Hg -0.174103 -1.324229 0.255614 0.7 0.1 -0.1 1.707
Cl 0.103537 1.071171 -1.360876 0.3 3.2 -1.9 2.591
Cl -3.758973 -1.110799 0.948784 0.2 -2.5 -1.3 2.651
Cl 2.957907 3.655991 2.007034 3.0 0.4 4.0 2.558
S -2.412063 -3.367049 -1.821376 -2.1 1.7 -0.2 2.527
S 3.420947 -1.177269 0.924004 2.5 -1.9 -2.4 2.567
O 2.024647 -1.135399 0.600084 -5.7 -1.0 -3.7 -1.133
O 3.842947 -2.568649 1.187214 0.3 0.9 -1.0 -0.799
O -4.247503 -1.021639 2.198174 -2.7 3.7 7.0 -0.811
O -2.997683 -4.426439 -1.028156 -0.2 -0.6 1.3 -0.640
O 2.092317 4.678411 1.466834 -0.7 3.0 -0.1 -0.870
O -3.442953 -2.375339 -2.245256 0.4 -0.3 0.0 -0.600
O -0.106743 1.819461 -2.523206 0.0 2.7 -1.1 -0.937
O -2.303753 -4.077769 -3.099556 1.2 0.1 -0.5 -0.583
O -1.009983 0.174921 -1.446196 -1.0 -2.4 2.7 -0.861
O 3.316217 -0.560529 2.167874 2.1 3.3 6.6 -0.726
O 1.332407 0.447291 -1.452856 2.2 -2.4 0.4 -0.791
O 4.408137 4.019931 2.113624 -3.1 0.3 -0.8 -0.776
O -4.640023 -0.526619 0.026414 0.3 0.4 -1.6 -0.763
O -1.299223 -2.681769 -1.209066 0.7 -0.9 -0.5 -1.033
O -2.415523 -0.662089 0.858994 2.9 2.7 -0.7 -0.951
O 0.166667 1.955391 -0.213326 -1.1 -0.7 0.9 -0.892
O -3.616923 -2.509929 0.940874 0.2 -4.8 -3.2 -0.829
O 2.730177 2.608801 1.181974 0.4 -5.1 -4.6 -0.837
O 4.287457 -0.344919 0.048744 -1.2 -1.6 0.7 -0.731
O 2.504667 3.213181 3.289964 -0.2 1.2 1.2 -0.850

Entry 4:
18
Properties=species:S:1:pos:R:3:forces:R:3:lowdin_spin:R:1 method="wB97M-V/def2-TZVPD" homo_ev="-2.002 / -2.027" fmax_ev_per_a=6.84 total_charge=-3 spin_multiplicity=6
I 3.813744 1.661730 -0.332219 -1.4 -0.8 -0.1 -0.029
I -0.982526 -3.584250 -0.667769 0.7 1.3 0.1 -0.088
Mn 0.697714 -0.160550 -0.460819 0.4 -0.3 -0.1 5.094
Cl 0.210784 -0.019460 -5.381849 0.4 -2.0 -2.2 0.001
Cl 2.112634 -1.701490 4.648591 -2.6 4.4 3.3 0.000
Cl -2.995536 2.153360 0.989661 -4.0 -4.0 3.8 0.001
O -2.883206 1.169200 2.114971 1.5 1.6 -1.1 0.000
O 3.130004 -0.835250 5.128061 2.3 0.8 0.3 0.000
O 0.997264 -1.090280 -5.905529 0.6 -1.5 -0.4 0.000
O 1.436764 -0.958310 3.609321 0.1 -1.4 -1.5 0.003
O 1.160014 -1.789470 5.756131 -0.2 -1.2 -0.4 0.000
O -1.781576 2.328190 0.283771 2.2 1.5 0.0 0.007
O -3.894296 1.526250 0.096641 -1.3 -0.4 -2.2 0.000
O 2.663214 -2.949500 4.366091 0.5 -2.6 -1.7 0.000
O -1.156656 -0.272130 -5.806109 -0.2 0.3 1.7 0.000
O 0.537114 0.076070 -4.000079 -1.3 0.0 2.3 0.009
O -3.711136 3.287340 1.556991 1.8 1.2 -0.7 0.001
O 0.645674 1.158550 -5.995849 0.5 3.1 -1.2 0.000

Entry 5:
19
Properties=species:S:1:pos:R:3:forces:R:3:nbo_charge:R:1 method="wB97M-V/def2-TZVPD" homo_ev=3.798 fmax_ev_per_a=3.64 de_lowest_ev=2.2332 total_charge=-4
Cl -2.102564 -0.660004 3.940682 0.4 -0.1 0.9 2.527
Cl -1.436491 0.188984 -1.169389 -1.0 -1.9 3.0 2.538
Cl 2.350974 -1.125643 -3.688965 2.5 0.5 2.2 2.498
O -3.533618 -0.423958 4.072014 -0.7 0.0 -1.4 -0.925
O -0.998549 1.543748 -1.241630 0.6 0.3 -0.3 -0.847
O 1.672741 1.979829 -0.192297 0.5 0.3 0.2 -0.511
O 1.800819 1.033100 1.753780 0.2 0.8 -0.1 -0.576
O -0.529615 -0.775428 -1.725007 0.0 0.5 -1.2 -0.852
O -1.884135 -2.092305 3.655074 -0.2 1.2 0.2 -0.890
O 1.473554 -1.113111 -4.837621 0.4 -0.1 -0.6 -0.882
O -1.398116 0.188382 3.037847 -1.0 -0.6 -0.4 -0.759
O -1.633066 -0.314857 5.263877 1.1 -0.6 1.5 -0.953
O -1.645024 -0.258733 0.214214 0.1 1.1 -0.8 -0.879
O -2.749995 0.135895 -1.801249 -0.6 -0.2 -1.2 -0.961
O 2.361924 -2.483318 -3.100377 -0.4 1.1 -0.7 -0.887
O 0.947725 3.033256 1.544880 0.3 0.4 0.4 -0.619
O 2.025808 -0.088122 -2.767154 -1.2 -0.6 0.0 -0.781
O 3.782117 -0.791931 -3.990779 -0.7 -1.1 -1.6 -0.948
N 1.495511 2.024225 1.032107 -0.4 -0.9 -0.1 0.706

Entry 6:
7
Properties=species:S:1:pos:R:3:forces:R:3:nbo_charge:R:1 method="wB97M-V/def2-TZVPD" homo_ev=-9.059 fmax_ev_per_a=1.30 de_lowest_ev=0.0000 total_charge=0 smiles=ClSSP(Cl)SCl
Cl 1.384959 0.791013 1.575310 0.2 0.7 0.6 -0.249
Cl 2.435503 -2.190973 -1.950110 -0.1 0.4 0.3 -0.134
Cl -3.640743 0.621113 1.420165 0.2 0.0 -0.1 -0.172
S -2.195266 1.603842 0.335268 0.9 -0.8 0.0 0.166
S -1.044423 0.206714 -0.627520 0.1 0.1 0.2 -0.209
S 2.220530 -0.306662 -1.150487 -0.1 -0.4 -0.2 -0.010
P 0.839440 -0.725047 0.397374 -1.1 0.0 -0.7 0.608

Entry 7:
8
Properties=species:S:1:pos:R:3:forces:R:3:nbo_charge:R:1 method="wB97M-V/def2-TZVPD" homo_ev=-9.084 fmax_ev_per_a=3.18 de_lowest_ev=1.8078 total_charge=0
Cl -3.974233 0.410772 1.462008 -0.7 0.0 0.3 -0.342
Cl -0.901526 0.576726 0.917312 1.7 0.1 0.6 -0.333
Cl -2.741107 -1.849280 -0.579509 0.1 -1.0 -0.1 -0.333
Cl 4.489914 1.181278 -0.989143 0.1 0.7 -0.5 -0.448
Si -2.584002 0.022759 0.068857 -1.0 1.8 -2.4 1.162
Si 3.907418 -0.084228 0.510796 -1.2 1.6 1.4 0.769
H -2.722371 0.889398 -1.254800 0.0 -0.9 1.6 -0.155
H 4.525910 -1.147422 -0.135524 1.1 -2.2 -1.0 -0.319

Entry 8:
11
Properties=species:S:1:pos:R:3:forces:R:3:nbo_charge:R:1 method="wB97M-V/def2-TZVPD" homo_ev=1.506 fmax_ev_per_a=0.49 total_charge=-3
Cl -19.876303 -9.046010 2.415137 -0.2 0.0 -0.1 -0.935
Cl -16.550051 -12.066871 2.506072 0.3 -0.2 -0.2 -0.982
Cl -17.092852 -9.708859 6.036575 0.1 0.0 0.3 -0.984
Cl -16.316603 -6.359944 3.139600 0.3 0.3 -0.2 -0.982
Na -17.004857 -9.172863 3.083364 -0.2 -0.1 0.4 0.929
O -15.208395 -9.108364 1.420203 -0.1 -0.1 -0.1 -0.936
O -18.460886 -8.636166 -0.281206 0.0 -0.1 -0.2 -0.997
H -18.682151 -8.822280 0.665998 -0.1 0.3 -0.1 0.509
H -19.197382 -9.070081 -0.720834 0.0 0.0 0.1 0.438
H -14.860057 -8.387675 0.893672 0.0 0.2 0.2 0.468
H -14.530986 -9.783577 1.493250 -0.1 -0.2 0.0 0.473

Entry 9:
5
Properties=species:S:1:pos:R:3:forces:R:3:nbo_charge:R:1 method="wB97M-V/def2-TZVPD" homo_ev=1.707 fmax_ev_per_a=0.34 de_lowest_ev=0.0000 total_charge=-3
Cl -0.369580 -2.057580 1.508798 -0.1 -0.3 0.1 -0.973
Cl -1.211593 -0.247973 -2.263349 -0.1 -0.1 -0.3 -0.966
Cl 2.719851 0.300803 -0.278227 0.3 0.0 -0.1 -0.981
Cl -1.014741 2.004266 1.133893 -0.1 0.3 0.1 -0.969
Li -0.123938 0.000483 -0.101114 0.1 0.0 0.2 0.889

Entry 10:
9
Properties=species:S:1:pos:R:3:forces:R:3:mulliken_charge:R:1 method="wB97M-V/def2-TZVPD" homo_ev=-9.944 fmax_ev_per_a=3.70 total_charge=0
Cs 1.557000 1.678333 -0.663333 0.3 0.2 0.1 1.021
Cl -0.470000 0.035333 1.467667 -0.6 -2.3 2.8 1.380
O 0.415000 -0.727667 -2.587333 0.3 0.6 -0.1 -0.651
O 0.699000 0.583333 2.226667 -1.0 -0.4 -2.1 -0.588
O -0.109000 -1.237667 0.736667 0.0 2.9 0.4 -0.519
O -1.465000 -0.345667 2.491667 1.1 1.2 -2.2 -0.615
O -0.958000 1.071333 0.509667 0.5 -1.2 0.9 -0.636
H -0.383000 -0.195667 -2.498333 -0.2 -0.3 0.0 0.355
H 0.714000 -0.861667 -1.683333 -0.4 -0.6 0.2 0.253